# 1
Formula: C4H8N2
Source: the OMol25 dataset
Level of theory: ωB97M-V/def2-TZVPD

```
14
Properties=species:S:1:pos:R:3
H -2.1957 0.8612 -1.4981
C 0.6503 0.1999 -0.1761
N 1.0664 2.5746 0.8039
C -0.5758 -0.1896 -0.5518
H 0.0624 -2.2153 2.0139
N 1.7961 -0.6159 -0.1771
H -1.6403 1.6014 0.0136
C 0.8659 1.5205 0.3701
H 2.6665 -0.1015 -0.1819
H 1.7876 -1.3145 -0.9081
H -2.6120 0.1194 0.0460
H -0.6814 -1.2085 -0.9240
C -1.8163 0.6472 -0.4915
H 0.6262 -1.8790 1.6611
```

Output
SMILES = C/C=C(/N)C#N.[H][H]
2S+1 = 1
Energy relative to the best compared isomer or geometry (same formula, charge and spin) = 150.5 kJ/mol
E_HOMO = -8.893 eV

# 2
Formula: C4H8N2
Source: the OMol25 dataset
Level of theory: ωB97M-V/def2-TZVPD

```
14
Properties=species:S:1:pos:R:3
H -0.6991 1.2388 -1.2721
H 0.7113 -0.9624 1.2639
N -0.5587 1.1797 0.8583
H -1.7325 -0.9805 0.4386
H 0.5345 -0.8945 -1.6529
H -2.6579 0.4624 -0.2798
H -1.8538 0.5830 1.2927
H 2.8479 -0.3577 -0.6461
H 1.9900 0.7702 0.5312
C 0.6061 -0.4030 -0.6833
N 1.1430 -1.2353 0.3803
C -1.7904 0.0931 0.2646
C 1.9370 -0.1112 -0.1076
C -0.4775 0.6173 -0.3877
```

Output
2S+1 = 1
Energy relative to the best compared isomer or geometry (same formula, charge and spin) = 471.3 kJ/mol
E_HOMO = -8.769 eV

# 3
Formula: C4H8N2
Source: the OMol25 dataset
Level of theory: ωB97M-V/def2-TZVPD

```
14
Properties=species:S:1:pos:R:3
C -1.9449 0.1586 -0.3792
H 2.4265 -0.3114 1.0798
C 1.5338 0.2515 -0.8297
H 1.2247 1.2328 -1.1770
N 1.6251 0.1376 0.6422
H 0.6146 -1.6450 -0.1535
N -1.7491 -0.6078 0.8508
H -2.0869 -0.4434 -1.2800
H 2.3595 -0.2135 -1.3603
C 0.5234 -0.5570 -0.1247
C -0.6558 0.2532 0.3494
H -2.5826 1.0435 -0.3471
H 0.9159 0.8411 1.0977
H -2.2043 -0.1403 1.6317
```

Output
2S+1 = 1
Energy relative to the best compared isomer or geometry (same formula, charge and spin) = 497.9 kJ/mol
E_HOMO = -6.914 eV

# 4
Formula: C4H8N2
Source: the OMol25 dataset
Level of theory: ωB97M-V/def2-TZVPD

```
14
Properties=species:S:1:pos:R:3
H -2.2698 1.4472 1.1019
N -0.9256 -0.5957 -1.0609
C 2.6267 -0.3051 0.2406
C 1.3152 -0.6073 0.7373
H -2.7840 1.2133 -0.5565
H 2.8530 0.4269 -0.6117
H -0.4692 -0.0136 -1.7670
C 0.0781 0.4325 0.8166
C -2.3515 0.7066 0.3294
H 2.8794 -1.2334 -0.2086
H 3.3405 -0.2159 1.1313
H -0.2894 -1.4003 -0.9538
N -0.9993 0.2656 0.1365
H -3.0041 -0.1209 0.6650
```

Output
SMILES = CC#CN(C)N
2S+1 = 1
Energy relative to the best compared isomer or geometry (same formula, charge and spin) = 630.8 kJ/mol
E_HOMO (alpha / beta) = -7.935 / -7.936 eV

# 5
Formula: C4H8N2
Source: the OMol25 dataset
Level of theory: ωB97M-V/def2-TZVPD

```
14
Properties=species:S:1:pos:R:3
C 1.4039 -0.8216 0.0017
H -0.3520 1.9903 -0.0272
H -2.5747 0.3806 0.9593
H 2.0010 1.1102 0.8973
N 0.0497 1.0725 0.0228
C -0.6897 -0.0946 0.0005
C 1.4776 0.7527 -0.0174
H -2.5261 0.6137 -0.8390
H 1.9285 -1.2321 -0.8601
H 1.8720 -1.1985 0.9337
N -0.0343 -1.1910 -0.0099
C -2.1736 0.0014 -0.0042
H 1.9951 1.1400 -0.9052
H -2.5612 -1.0033 -0.1324
```

Output
SMILES = CC1=NCCN1
2S+1 = 1
Energy relative to the best compared isomer or geometry (same formula, charge and spin) = 13.4 kJ/mol
E_HOMO = -8.329 eV

# 6
Formula: C4H8N2
Source: the OMol25 dataset
Level of theory: ωB97M-V/def2-TZVPD

```
14
Properties=species:S:1:pos:R:3
C -0.4071 -0.5572 -1.0383
H -1.0342 1.1666 0.9527
C -0.4519 0.2951 1.2895
N 0.2925 -0.3698 0.2292
H 2.1424 -0.4218 -0.7457
H -1.1402 -0.4086 1.7700
C 1.6256 0.1621 0.0237
H 0.2564 0.6384 2.0482
N -2.9798 -0.0416 -0.9740
H -0.0525 0.1302 -1.8245
C -1.8549 -0.3091 -0.9784
H -0.2364 -1.5734 -1.4179
H 1.6391 1.2244 -0.2842
H 2.2010 0.0647 0.9499
```

Output
SMILES = CN(C)CC#N
2S+1 = 1
Energy relative to the best compared isomer or geometry (same formula, charge and spin) = 102.0 kJ/mol
E_HOMO = -8.942 eV

# 7
Formula: C4H8N2
Source: the OMol25 dataset
Level of theory: ωB97M-V/def2-TZVPD

```
14
Properties=species:S:1:pos:R:3
N 0.1396 -1.7962 0.0971
H 2.3749 1.3882 0.1331
H -0.2369 -2.7141 0.1527
H -2.8168 -1.0089 -0.4916
H -2.3477 0.4119 0.8340
C 1.3995 -0.9622 0.0576
C -2.2932 -0.0330 -0.1863
C -0.4758 -0.6592 0.0694
H 0.9587 2.1053 -0.7262
C 1.3095 1.4760 0.0347
N 0.7938 0.1611 0.0706
H -2.0646 0.7615 -0.9445
H 2.4110 -1.2091 0.0576
H 0.8480 2.0785 0.8417
```

Output
<S²> = 2.006
2S+1 = 3
Energy relative to the best compared isomer or geometry (same formula, charge and spin) = 322.7 kJ/mol
E_HOMO (alpha / beta) = -18.973 / -22.013 eV
Net charge = +2

# 8
Formula: C4H8N2O
Source: the OMol25 dataset
Level of theory: ωB97M-V/def2-TZVPD

```
15
Properties=species:S:1:pos:R:3
H -0.1723 1.0936 -0.3173
H -1.6846 1.7588 -1.8495
H 0.1671 -2.8499 0.9783
H -2.2315 0.5233 0.6480
N -0.1940 0.3265 0.3569
N -1.4355 -1.4936 0.7517
C -1.4395 -0.2077 0.5704
C 0.7004 -0.7030 0.5775
O -1.3384 2.3437 -1.1382
H 2.1356 -0.2909 -0.9790
C -0.0769 -1.8301 0.7306
C 2.1200 -0.5670 0.0710
H -1.7559 3.2133 -1.3527
H 2.6041 -1.5224 0.2781
H 2.6013 0.2053 0.6745
```

Output
<S²> = 0.750
2S+1 = 2
Energy relative to the best compared isomer or geometry (same formula, charge and spin) = 0.4 kJ/mol
E_HOMO (alpha / beta) = 0.670 / -5.304 eV
Net charge = -1

# 9
Formula: C4H8N2O
Source: the OMol25 dataset
Level of theory: ωB97M-V/def2-TZVPD

```
15
Properties=species:S:1:pos:R:3
C 0.7561 0.1388 0.4052
N -0.4883 0.2434 -1.4548
C -1.3217 0.2290 -0.3805
H 2.3412 -0.9129 -1.8256
H -2.3935 0.3680 -0.4313
H -0.7212 -1.2591 3.5695
N -0.5832 0.0496 0.7884
O -1.2787 -0.6800 3.0255
H 2.6592 0.7679 -1.4110
H -0.7138 -0.6929 1.8959
H 1.4446 0.5047 1.2353
H -0.6269 0.3463 -2.5020
C 0.8896 0.2065 -0.9575
C 1.9975 0.0700 -1.9207
H 1.8120 0.4012 -2.9491
```

Output
<S²> = 0.750
2S+1 = 2
Energy relative to the best compared isomer or geometry (same formula, charge and spin) = 177.2 kJ/mol
E_HOMO (alpha / beta) = 0.718 / -5.349 eV
Net charge = -1

# 10
Formula: C4H8N2O
Source: the OMol25 dataset
Level of theory: ωB97M-V/def2-TZVPD

```
15
Properties=species:S:1:pos:R:3
H 1.9990 0.6357 -2.5909
C -1.5975 -0.2291 1.9674
H 0.8058 0.4276 -3.6218
N 1.2941 -0.0073 -2.8677
N 2.1947 1.5281 -0.6883
H -0.7948 -0.3133 2.7628
H -2.2668 -1.0869 2.0175
H -1.9825 0.7781 2.1970
C 1.3424 1.0057 -0.0797
H 0.7752 0.5536 2.0199
O 0.3876 -0.3761 -1.9087
H -1.2609 -0.2241 -0.2326
H 1.8054 -0.8077 -3.4074
C 0.5187 0.4864 0.9448
C -0.7178 -0.0605 0.7617
```

Output
SMILES = [NH3+][O-].C/C=C/C#N
2S+1 = 1
Energy relative to the best compared isomer or geometry (same formula, charge and spin) = 492.0 kJ/mol
E_HOMO = -8.921 eV

# 11
Formula: C4H8N2O
Source: the OMol25 dataset
Level of theory: ωB97M-V/def2-TZVPD

```
15
Properties=species:S:1:pos:R:3
H -0.6913 -1.8518 -0.2430
C 0.6882 1.2397 -1.0566
H -0.2336 1.8079 -0.9082
H -1.1590 -0.7529 -1.5648
O 0.6920 -0.0554 1.8594
H 1.5431 1.7741 -0.6368
C 0.5348 -0.1156 -0.4593
C 1.6098 -0.8425 -0.0164
N -1.7210 -0.0259 0.3107
H -1.3167 -0.0557 1.2477
C -0.8076 -0.7957 -0.5238
H 0.8477 1.1159 -2.1363
H 0.5182 0.2022 2.7868
N 2.1282 -1.1712 1.0113
H -2.6328 -0.4732 0.3293
```

Output
2S+1 = 1
Energy relative to the best compared isomer or geometry (same formula, charge and spin) = 550.9 kJ/mol
E_HOMO (alpha / beta) = -9.374 / -9.789 eV

# 12
Formula: C4H8N2O
Source: the OMol25 dataset
Level of theory: ωB97M-V/def2-TZVPD

```
15
Properties=species:S:1:pos:R:3
H -0.0584 -1.4089 -1.6584
H 1.8252 -0.8372 0.3699
H -1.5160 1.4895 1.7744
N 1.0183 -1.4035 0.1469
N 1.4889 1.0769 -1.4881
C -1.5524 0.3608 0.0066
C -1.1588 0.5049 1.4491
O -0.7368 1.3030 -0.7581
H -1.1241 -0.7621 -0.4071
H -1.6661 -0.2458 2.0602
H 1.4536 2.0882 -1.6168
C 0.3875 0.6448 -1.0511
H -0.0771 0.4633 1.6612
C 0.1399 -0.8183 -0.7549
H 1.2593 -2.3699 -0.0152
```

Output
2S+1 = 1
Energy relative to the best compared isomer or geometry (same formula, charge and spin) = 510.0 kJ/mol
E_HOMO = -7.954 eV

# 13
Formula: C4H8N2O
Source: the OMol25 dataset
Level of theory: ωB97M-V/def2-TZVPD

```
15
Properties=species:S:1:pos:R:3
H -1.2110 -1.7497 1.4615
C -1.0849 -1.6448 0.3906
H -0.2010 1.2445 -1.7975
H -1.8669 1.1198 -1.0479
C -0.7848 1.0973 -0.8904
H 2.0132 1.4220 0.1915
H 3.0329 -0.0209 0.1406
H -1.9467 -1.3813 -0.1881
N -0.2837 1.7035 0.3256
N 2.1329 0.4274 0.1078
O 1.1372 -1.5869 0.0895
H -0.6947 -2.6244 0.0058
H -0.9964 2.1660 0.8818
C -0.3006 0.1972 0.1994
C 1.0545 -0.3698 0.1296
```

Output
2S+1 = 1
Energy relative to the best compared isomer or geometry (same formula, charge and spin) = 455.9 kJ/mol
E_HOMO = -9.078 eV

# 14
Formula: C4H8N2O
Source: the OMol25 dataset
Level of theory: ωB97M-V/def2-TZVPD

```
15
Properties=species:S:1:pos:R:3
H 0.6877 -1.5498 -2.6147
N 1.1210 -2.5044 -0.5609
H -0.7225 -2.1779 -3.0092
C 0.5762 -0.0695 -0.4229
C -0.3901 1.0781 1.6146
H -1.3526 -0.4223 0.4032
H 0.6465 2.5979 2.2452
C 1.0122 -1.3476 -0.2905
N -0.2163 -1.7807 -2.1899
C -0.6629 0.4149 0.2663
O 0.4437 2.1976 1.3910
H -1.1459 1.1553 -0.3801
H 1.2739 0.6698 -0.8069
H -1.3528 1.3802 2.0544
H 0.0817 0.3584 2.3003
```

Output
2S+1 = 1
Energy relative to the best compared isomer or geometry (same formula, charge and spin) = 562.7 kJ/mol
E_HOMO (alpha / beta) = -9.884 / -8.949 eV

# 15
Formula: C4H8N2O
Source: the OMol25 dataset
Level of theory: ωB97M-V/def2-TZVPD

```
15
Properties=species:S:1:pos:R:3
H 1.3733 -1.0334 -0.9465
H -0.8456 -1.4120 1.2881
C -0.3681 -0.6019 0.5410
C 1.5311 0.7764 0.3453
O -0.6486 0.5519 -1.5880
H -2.1459 -0.1516 -0.3548
C 1.2045 -0.8377 0.1211
H 2.4678 1.1219 -0.2824
C -1.2245 -0.4850 -0.7082
H -0.7128 1.5894 -1.2749
N 0.5417 1.4901 0.6664
H -1.1889 1.2582 1.4376
H -1.3136 -1.5119 -1.2567
H 1.7154 -1.5343 0.8257
N -0.3858 0.7799 1.1863
```

Output
SMILES = OC[C@H]1CC=NN1
2S+1 = 1
Energy relative to the best compared isomer or geometry (same formula, charge and spin) = 437.9 kJ/mol
E_HOMO = -8.166 eV

# 16
Formula: C4H8N2O
Source: the OMol25 dataset
Level of theory: ωB97M-V/def2-TZVPD

```
15
Properties=species:S:1:pos:R:3
C 0.5861 0.6731 0.2039
O 0.2775 2.9970 -0.2989
H -0.6731 -2.2771 1.2403
H -2.1388 2.3668 -0.7943
H -0.0034 -2.3039 -1.2718
N -0.1386 -0.5805 0.0247
H -1.8414 0.6640 -0.4684
C 0.1799 -1.7037 0.8842
H 0.8412 0.8286 1.2599
H 0.9812 -1.5752 1.6120
N -1.5381 1.6267 -0.4699
H 1.5245 0.7014 -0.3642
H 1.6175 -1.5938 -0.7801
C 0.5589 -1.7157 -0.5494
C -0.2333 1.8923 -0.2280
```

Output
SMILES = NC(=O)CN1CC1
2S+1 = 1
Energy relative to the best compared isomer or geometry (same formula, charge and spin) = 162.3 kJ/mol
E_HOMO = -9.325 eV

# 17
Formula: C4H8N2O
Source: the OMol25 dataset
Level of theory: ωB97M-V/def2-TZVPD

```
15
Properties=species:S:1:pos:R:3
H -1.2908 -1.0871 1.1136
H 1.5425 1.3543 1.0665
C -0.0756 -1.6988 -0.7834
H 1.7974 -0.1400 -1.3138
N -0.6215 -0.3317 1.0377
C -1.3675 0.9022 0.7320
H -0.6845 1.6922 0.4193
N -0.5547 -1.7711 -1.9395
H -2.1249 0.7711 -0.0577
C 1.6057 -0.0733 -0.2284
H -1.8671 1.2168 1.6529
C 0.2987 -0.7610 0.0548
H 2.4111 -0.6120 0.2836
O 1.5863 1.2996 0.1009
H -0.6552 -0.7612 -2.1385
```

Output
SMILES = CNC(=C=N)CO
2S+1 = 1
Energy relative to the best compared isomer or geometry (same formula, charge and spin) = 435.5 kJ/mol
E_HOMO = -8.029 eV

# 18
Formula: C4H8N2O
Source: the OMol25 dataset
Level of theory: ωB97M-V/def2-TZVPD

```
15
Properties=species:S:1:pos:R:3
H 0.0683 -1.8815 1.6030
H -0.3214 -1.0704 -2.8984
H 1.3392 1.5549 0.4842
H -0.3288 1.8208 0.1566
C -0.2634 -0.5821 -0.2688
H 0.7507 -0.5683 2.6574
C -0.0937 -0.0238 -2.9583
N 0.0120 -0.0934 0.8438
C 0.3418 1.3724 0.8836
H -0.1326 0.2564 -4.0475
C -0.0326 -0.9252 2.0576
H -1.0669 -0.9731 2.5158
O -0.5159 -1.5610 -0.7995
N 0.1203 0.8458 -2.0923
H 0.1229 1.8285 1.8630
```

Output
2S+1 = 1
Energy relative to the best compared isomer or geometry (same formula, charge and spin) = 464.6 kJ/mol
E_HOMO (alpha / beta) = -7.496 / -7.491 eV

# 19
Formula: C4H8N2O
Source: the OMol25 dataset
Level of theory: ωB97M-V/def2-TZVPD

```
15
Properties=species:S:1:pos:R:3
H -0.6110 -2.2417 -0.6446
H -0.4916 2.6586 0.4688
C 0.9572 -0.7829 -0.4947
C -1.0030 1.8912 -0.1298
H 1.0824 -0.1186 -1.3648
C 1.3155 -0.0928 0.8304
N -1.1462 0.7527 0.3944
H 2.2052 0.5350 0.6632
H 1.5665 -0.8415 1.5807
O -2.6484 -0.9205 -0.1156
H 1.6139 -1.6421 -0.6926
H -1.3051 2.1547 -1.1459
C -1.5067 -0.5082 -0.1251
N -0.4158 -1.2685 -0.4614
H 0.3871 0.4245 1.2371
```

Output
SMILES = C=NC(=O)NCC
2S+1 = 1
Energy relative to the best compared isomer or geometry (same formula, charge and spin) = 193.7 kJ/mol
E_HOMO = -9.517 eV

# 20
Formula: C4H8N2O
Source: the OMol25 dataset
Level of theory: ωB97M-V/def2-TZVPD

```
15
Properties=species:S:1:pos:R:3
H -2.4257 0.1384 -0.1249
C 1.7229 -0.0707 -0.4973
C -0.3423 -1.5185 -0.6505
H -1.9937 1.8594 -0.0381
H 2.2747 -0.4976 1.3212
H -0.2895 0.0428 1.4585
N -0.7629 -2.5954 -0.7125
H 2.0713 0.6913 -1.2014
H -0.1657 0.4017 -1.4258
C -1.8637 0.8870 0.4530
H -2.3158 0.9704 1.4457
H 2.1036 -1.0333 -0.8613
N -0.4483 0.5663 0.6059
O 2.2795 0.2741 0.7437
C 0.1557 -0.1160 -0.5162
```

Output
SMILES = CN[C@H](C#N)CO
2S+1 = 1
Energy relative to the best compared isomer or geometry (same formula, charge and spin) = 205.5 kJ/mol
E_HOMO = -9.591 eV

Energy
In order: -7256.3158, -7252.9907, -7252.7153, -7251.3377, -7257.7368, -7256.8180, -7230.6990, -9304.3245, -9302.4920, -9301.2944, -9300.6840, -9301.1071, -9301.6681, -9300.5608, -9301.8546, -9304.7108, -9301.8793, -9301.5782, -9304.3858, -9304.2638
Unit: eV